# 1
{"formula": "C14H29F5N2O5S", "method": "ωB97M-V/def2-TZVPD", "elements": ["O", "S", "O", "C", "C", "C", "C", "F", "F", "C", "F", "F", "F", "C", "O", "H", "H", "H", "H", "H", "H", "H", "C", "C", "C", "O", "C", "N", "H", "H", "H", "H", "H", "H", "H", "H", "H", "H", "H", "C", "C", "C", "O", "C", "N", "H", "H", "H", "H", "H", "H", "H", "H", "H", "H", "H"], "positions_angstrom": [[0.943568, -3.434684, 2.150156], [1.573287, -2.371774, 1.268215], [2.163633, -1.326870, 2.188437], [0.228487, -1.629853, 0.233937], [0.487983, -1.637001, -1.350913], [1.988397, -1.973180, -1.793252], [2.926105, -0.679831, -1.654576], [2.748622, 0.071200, -2.864520], [2.602186, 0.198142, -0.589469], [4.490769, -0.986370, -1.557937], [4.953432, -1.130706, -0.233542], [4.923541, -2.030676, -2.391288], [5.154739, 0.174131, -2.042022], [2.492246, -3.259276, -0.986134], [2.844056, -3.014785, 0.396902], [-0.790211, -2.094694, 0.468697], [0.133396, -0.534221, 0.562856], [0.279739, -0.565397, -1.713564], [-0.214241, -2.390497, -1.858968], [1.958252, -2.229624, -2.913027], [1.606421, -3.997206, -0.972694], [3.317275, -3.812123, -1.561410], [-4.090339, -1.262940, 2.976075], [-2.816875, -2.007967, 3.366545], [-2.612630, -2.117448, 4.890150], [-2.134396, -0.925315, 5.503261], [-3.144243, 0.017022, 5.822222], [-1.669936, -1.366436, 2.711029], [-4.008382, -0.185005, 3.126813], [-4.312764, -1.420905, 1.917367], [-4.946746, -1.624723, 3.551681], [-2.907366, -3.027035, 2.974419], [-1.837042, -2.869066, 5.071213], [-3.517553, -2.478773, 5.393908], [-4.074340, -0.465791, 6.135063], [-3.325578, 0.679648, 4.973393], [-2.780568, 0.632363, 6.647649], [-0.833217, -1.916416, 2.905953], [-1.497609, -0.487902, 3.200664], [-1.227066, 2.797197, -3.547766], [-0.583146, 3.500787, -2.356686], [0.420371, 4.598459, -2.760969], [1.685609, 4.105704, -3.186802], [1.737367, 3.717523, -4.549497], [0.037673, 2.492912, -1.487893], [-0.544108, 2.106433, -4.046005], [-2.090627, 2.211945, -3.220885], [-1.579176, 3.522406, -4.286366], [-1.389409, 3.985262, -1.795049], [0.628628, 5.205930, -1.873614], [-0.005018, 5.278751, -3.508818], [1.119041, 4.358509, -5.184235], [1.438961, 2.672634, -4.657017], [2.773897, 3.799114, -4.882588], [0.389443, 2.961355, -0.654933], [0.885461, 2.167063, -1.954165]], "atomic_forces_ev_per_a": [[1.4, 1.9, -3.6], [-0.1, 0.1, 7.3], [-1.1, -2.2, -3.7], [-0.5, 1.0, -1.6], [0.3, 0.6, -0.2], [-0.3, 0.0, 0.5], [-0.5, 0.4, -0.6], [0.3, -1.3, 2.3], [0.5, -2.0, -2.1], [2.5, 1.9, 0.1], [-1.3, -0.3, -3.4], [-1.2, 1.9, 2.1], [-1.3, -2.5, 1.0], [-1.2, -1.1, -1.5], [-1.7, 1.1, -0.6], [1.9, 0.3, 0.1], [0.6, -1.8, -0.1], [-0.1, -1.7, 0.4], [1.1, 1.2, 0.7], [0.3, 0.4, 1.7], [1.2, 1.0, -0.2], [-0.8, 1.1, 1.4], [-0.2, -0.1, -0.1], [-0.1, 0.4, 0.1], [0.4, -0.2, -0.1], [-0.4, -0.3, 0.0], [0.4, 0.2, 0.0], [0.1, -0.1, 0.3], [0.1, -0.1, 0.0], [0.1, 0.0, 0.1], [0.0, 0.0, 0.0], [0.1, 0.0, 0.1], [0.0, 0.1, 0.0], [-0.1, 0.1, 0.0], [0.0, 0.0, -0.1], [-0.2, 0.0, 0.0], [0.0, -0.1, 0.0], [-0.1, 0.0, 0.0], [-0.1, -0.1, -0.1], [-0.3, 0.0, -0.1], [0.2, -0.2, -0.3], [0.1, 0.0, 0.4], [-0.4, 0.3, -0.2], [0.3, -0.2, 0.2], [0.2, 0.1, 0.1], [0.0, 0.1, 0.1], [0.1, 0.0, 0.0], [0.0, 0.0, 0.0], [0.1, 0.0, 0.0], [0.1, -0.1, 0.0], [0.0, -0.1, -0.1], [-0.1, 0.0, 0.0], [-0.1, 0.0, -0.2], [0.0, 0.0, 0.1], [-0.1, -0.1, 0.0], [-0.1, 0.0, 0.0]], "lowdin_charge": [-0.35, 0.76, -0.33, -0.20, -0.15, -0.17, -0.26, 0.04, 0.08, -0.33, 0.11, 0.11, 0.08, -0.17, -0.24, 0.11, 0.12, 0.12, 0.13, 0.17, 0.15, 0.15, -0.07, -0.42, -0.20, -0.19, -0.11, 0.05, 0.06, 0.07, 0.08, 0.14, 0.12, 0.12, 0.09, 0.07, 0.09, 0.05, 0.08, -0.07, -0.43, -0.20, -0.19, -0.11, 0.04, 0.06, 0.07, 0.08, 0.13, 0.12, 0.12, 0.09, 0.07, 0.09, 0.08, 0.06], "homo_lumo_gap_ev": 9.59, "e_homo_ev": -9.25, "lumo_energy_ev": 0.34, "smiles": "O=S1(=O)CC[C@@H](C(F)(F)C(F)(F)F)CO1.COC[C@@H](C)N.COC[C@@H](C)N"}

=====

# 2
{"formula": "C14H29InN2O9PS2", "method": "ωB97M-V/def2-TZVPD", "elements": ["C", "C", "S", "C", "In", "C", "C", "O", "N", "C", "S", "P", "N", "O", "O", "H", "H", "H", "H", "H", "H", "H", "H", "H", "H", "H", "H", "H", "C", "C", "O", "C", "O", "O", "C", "H", "H", "H", "H", "H", "H", "H", "H", "C", "C", "O", "C", "O", "O", "C", "H", "H", "H", "H", "H", "H", "H", "H"], "positions_angstrom": [[-3.883315, 0.020623, 5.628899], [-3.688348, 0.907525, 4.398504], [-3.754699, -0.097849, 2.891023], [-2.386890, 0.580464, 1.895002], [-0.546669, -0.563320, 2.315429], [-0.612422, -2.433622, 1.095779], [-1.502720, -3.358252, 1.803346], [-1.126865, -4.359097, 2.390599], [-0.526324, -1.232466, 4.416257], [0.375770, -1.980014, 4.570584], [1.622389, -2.963338, 4.792146], [1.585204, 0.793612, 2.036592], [2.093160, 0.961150, 0.568213], [1.337813, 2.270179, 2.704762], [2.712700, 0.180670, 3.033269], [-2.931175, -0.400756, 5.936898], [-4.347653, 0.569173, 6.443884], [-4.518791, -0.819809, 5.359120], [-4.487288, 1.642273, 4.331423], [-2.738297, 1.432574, 4.432311], [-2.691566, 0.477866, 0.857849], [-2.270524, 1.640991, 2.098396], [0.372193, -2.893824, 1.076005], [-0.976432, -2.202320, 0.097591], [-2.587885, -3.138535, 1.834772], [2.131511, 1.939324, 0.302227], [0.963544, 2.162043, 3.587943], [3.226100, -0.494453, 2.574737], [-3.886742, -2.837674, -5.822314], [-4.591227, -2.409541, -4.552809], [-4.646991, -3.474670, -3.596507], [-3.530973, -3.646628, -2.880257], [-2.530692, -2.986776, -2.970297], [-3.728635, -4.661035, -2.046895], [-2.604472, -4.968725, -1.209879], [-4.351982, -3.735888, -6.230516], [-3.938823, -2.044969, -6.568947], [-2.838363, -3.058891, -5.626708], [-5.630402, -2.156648, -4.756650], [-4.112171, -1.538860, -4.107394], [-2.261944, -4.086750, -0.678831], [-1.793092, -5.382267, -1.806235], [-2.944887, -5.710691, -0.494879], [6.153684, 4.037697, -4.289544], [5.641131, 5.243478, -3.531411], [4.733065, 4.863742, -2.492515], [5.306549, 4.443051, -1.361154], [6.491745, 4.399266, -1.150868], [4.346490, 4.106260, -0.514114], [4.805051, 3.607620, 0.748973], [5.320201, 3.442665, -4.663527], [6.766477, 4.354549, -5.134067], [6.757557, 3.402375, -3.643119], [5.064792, 5.892838, -4.188502], [6.460046, 5.826838, -3.111838], [5.497270, 4.308943, 1.210330], [5.278481, 2.637048, 0.621224], [3.926338, 3.492830, 1.375689]], "atomic_forces_ev_per_a": [[0.1, 0.0, -0.4], [-0.2, -0.2, 0.1], [0.0, 0.0, -0.2], [0.3, -0.2, 0.5], [-0.3, 0.1, -0.6], [0.0, -0.2, 0.5], [0.1, -0.6, 0.2], [-0.1, 0.1, -0.1], [-0.3, 0.4, -0.4], [0.3, -0.2, 0.3], [0.2, -0.2, 0.1], [-0.2, 0.0, -0.5], [-0.2, 0.1, 0.3], [0.1, -0.2, 0.3], [0.2, 0.1, 0.2], [0.1, 0.0, 0.1], [0.0, 0.1, 0.2], [-0.2, -0.1, 0.1], [0.0, 0.2, 0.0], [0.1, 0.0, 0.0], [0.1, 0.0, -0.2], [-0.2, 0.2, 0.0], [0.2, 0.1, -0.2], [-0.1, 0.3, 0.0], [-0.1, 0.3, -0.2], [0.2, 0.0, -0.3], [0.0, 0.1, 0.1], [0.0, -0.1, 0.0], [0.1, -0.1, 0.0], [-0.1, 0.2, -0.2], [-0.1, 0.0, 0.0], [-0.1, 0.0, 0.1], [0.1, 0.0, 0.0], [0.0, -0.1, 0.0], [0.1, -0.1, 0.1], [-0.1, 0.0, 0.0], [0.0, 0.0, 0.0], [0.0, 0.1, 0.0], [0.0, -0.1, 0.1], [0.1, -0.1, 0.0], [0.0, 0.1, -0.1], [0.0, 0.1, 0.0], [-0.1, 0.0, 0.0], [0.0, -0.1, 0.1], [0.1, 0.1, -0.3], [0.0, 0.0, 0.0], [-0.1, 0.0, 0.0], [0.1, 0.0, 0.0], [-0.1, 0.0, 0.0], [0.0, -0.1, 0.3], [0.0, 0.0, -0.1], [0.0, 0.0, 0.0], [0.0, 0.0, 0.0], [-0.1, 0.0, 0.1], [0.0, -0.1, 0.1], [0.1, 0.0, -0.1], [0.0, 0.0, 0.0], [-0.1, 0.0, -0.1]], "lowdin_charge": [-0.18, -0.56, 0.73, -0.61, 0.68, -0.21, -0.44, -0.02, -0.02, -1.02, 0.55, 0.38, -0.24, -0.24, -0.25, 0.06, 0.06, 0.05, 0.05, 0.06, -0.02, -0.01, 0.05, 0.04, 0.10, -0.05, 0.05, 0.05, -0.07, -0.22, 0.03, -0.61, 0.13, 0.01, -0.02, 0.08, 0.08, 0.08, 0.12, 0.12, 0.07, 0.10, 0.10, -0.07, -0.22, 0.03, -0.62, 0.12, 0.01, -0.03, 0.08, 0.08, 0.08, 0.12, 0.12, 0.09, 0.10, 0.08], "total_charge": -1, "homo_lumo_gap_ev": 7.35, "e_homo_ev": -4.88, "lumo_energy_ev": 2.47}

=====

# 3
{"formula": "C14H29N2O8STi", "method": "ωB97M-V/def2-TZVPD", "elements": ["Ti", "C", "C", "O", "C", "C", "O", "C", "C", "O", "C", "C", "O", "C", "C", "O", "C", "C", "O", "H", "H", "H", "H", "H", "H", "H", "H", "H", "H", "H", "H", "H", "H", "H", "H", "H", "H", "H", "H", "H", "H", "H", "H", "N", "C", "N", "S", "H", "H", "H", "H", "O", "C", "O", "H"], "positions_angstrom": [[-0.294542, 0.012540, -0.350145], [-1.274542, -2.562860, -1.400945], [-0.293242, -3.427360, -0.595745], [0.411858, -2.484760, 0.205855], [1.285058, -3.084760, 1.169655], [1.716458, -1.946160, 2.095955], [2.020758, -0.784560, 1.333255], [3.203958, -0.891160, 0.535455], [2.784958, -0.829160, -0.941245], [1.732758, 0.131740, -1.114645], [2.130158, 1.504040, -1.064245], [1.852658, 2.061740, 0.339055], [0.637458, 1.428040, 0.759855], [0.396658, 1.537640, 2.172155], [-0.984642, 0.930640, 2.438355], [-1.178442, -0.111560, 1.465055], [-2.548242, -0.554260, 1.400455], [-2.523042, -1.769260, 0.484955], [-1.631442, -1.429860, -0.593145], [-2.167642, -3.126260, -1.700045], [-0.784542, -2.171360, -2.303245], [0.389258, -3.979260, -1.252645], [-0.814042, -4.154660, 0.041255], [2.141558, -3.541960, 0.659755], [0.760558, -3.856960, 1.743355], [2.570758, -2.248160, 2.711855], [0.892658, -1.646560, 2.749955], [3.746358, -1.816060, 0.744555], [3.866058, -0.054960, 0.788155], [2.358858, -1.782460, -1.272045], [3.638058, -0.584860, -1.584845], [1.512458, 2.025040, -1.810745], [3.184558, 1.623140, -1.334745], [1.721358, 3.153140, 0.314455], [2.652258, 1.813140, 1.047755], [0.412858, 2.592140, 2.469455], [1.185158, 0.996540, 2.712255], [-1.776042, 1.684340, 2.323155], [-1.035642, 0.509440, 3.451355], [-3.185742, 0.248540, 0.993555], [-2.906842, -0.834360, 2.399055], [-3.521442, -1.995060, 0.086155], [-2.129642, -2.637760, 1.030355], [-2.358442, 4.628240, -0.923845], [-1.739142, 3.526240, -1.300845], [-0.987842, 3.513440, -2.400345], [-1.885442, 2.172940, -0.262645], [-2.368542, 5.468140, -1.487045], [-2.926942, 4.646140, -0.088945], [-1.006042, 4.307740, -3.028445], [-0.643842, 2.651540, -2.796745], [-2.675442, 0.180640, -2.260245], [-1.609242, 0.283040, -2.799545], [-0.485342, 0.298740, -2.108245], [-1.469542, 0.377740, -3.891145]], "atomic_forces_ev_per_a": [[1.3, 0.8, -0.1], [0.6, -1.0, -0.8], [-0.3, 0.1, 0.0], [-0.1, 0.1, -0.2], [0.4, 0.4, 0.4], [-0.1, -0.3, 0.0], [0.2, -0.1, 0.0], [-0.1, 0.3, -0.3], [0.5, -1.0, 0.5], [-0.2, 0.1, 0.2], [-0.2, 0.9, 0.1], [0.8, 0.0, -0.5], [0.3, 0.1, 0.4], [-0.4, -0.2, 0.8], [0.4, 1.0, 0.7], [-0.1, -0.1, 0.1], [-1.1, -0.6, -0.3], [-0.5, 0.0, 1.0], [-0.5, -0.2, 0.3], [0.1, 0.3, 0.1], [-0.2, -0.1, 0.3], [-0.2, 0.1, 0.0], [0.1, 0.1, -0.1], [-0.1, 0.0, 0.0], [0.0, 0.1, -0.1], [-0.1, 0.0, 0.0], [0.1, -0.2, 0.0], [0.0, 0.1, -0.1], [-0.1, -0.1, 0.0], [0.1, 0.3, 0.1], [-0.3, 0.1, 0.0], [0.3, -0.1, 0.2], [-0.2, -0.1, 0.0], [0.0, -0.3, 0.0], [-0.3, 0.0, -0.1], [0.0, -0.2, -0.1], [-0.1, 0.1, -0.3], [0.2, -0.3, 0.0], [0.0, 0.0, -0.3], [0.3, -0.2, 0.2], [0.2, 0.1, -0.2], [0.3, 0.1, 0.0], [0.0, 0.2, -0.3], [-0.1, 0.1, -0.1], [0.4, -0.1, -0.1], [-0.1, 0.2, -0.3], [-0.3, -0.5, 0.6], [0.0, 0.0, -0.1], [0.1, -0.1, 0.0], [0.1, 0.0, 0.0], [-0.1, 0.2, 0.2], [0.1, 0.1, -0.8], [-2.5, 0.0, -1.1], [1.4, -0.1, 0.1], [0.1, -0.1, 0.2]], "lowdin_charge": [1.28, -0.07, -0.11, -0.21, -0.11, -0.12, -0.18, -0.11, -0.08, -0.24, -0.09, -0.08, -0.35, -0.09, -0.12, -0.28, -0.10, -0.05, -0.29, 0.17, 0.15, 0.16, 0.15, 0.15, 0.16, 0.16, 0.14, 0.15, 0.14, 0.14, 0.16, 0.13, 0.17, 0.17, 0.15, 0.17, 0.15, 0.12, 0.17, 0.13, 0.17, 0.18, 0.15, 0.16, -0.74, 0.17, 0.95, 0.15, 0.13, 0.15, 0.09, 0.08, -0.41, -0.19, 0.18], "total_charge": 3, "homo_lumo_gap_ev": 7.13, "e_homo_ev": -18.48, "lumo_energy_ev": -11.35}

=====

# 4
{"formula": "C14H29N2OS3", "method": "ωB97M-V/def2-TZVPD", "elements": ["C", "C", "N", "C", "C", "S", "C", "C", "C", "S", "C", "S", "N", "C", "C", "C", "C", "C", "C", "O", "H", "H", "H", "H", "H", "H", "H", "H", "H", "H", "H", "H", "H", "H", "H", "H", "H", "H", "H", "H", "H", "H", "H", "H", "H", "H", "H", "H", "H"], "positions_angstrom": [[4.428669, 1.589676, 0.962573], [3.388387, 2.203957, -0.139064], [1.957070, 1.743501, -0.020371], [1.810292, 0.247162, 0.099767], [2.548705, -0.635568, -1.062994], [2.717255, -2.476292, -0.590205], [1.383542, -3.004318, 0.610182], [0.308945, -4.083569, -0.060602], [-0.813712, -3.223135, -0.893485], [-2.095882, -2.604968, 0.338698], [-3.107201, -1.196678, -0.453919], [-4.503272, -1.667352, -1.350162], [-2.674613, 0.242045, -0.249412], [-3.622483, 0.962610, 0.716035], [-3.675797, 0.265922, 2.215324], [-2.742980, 1.054799, -1.523996], [-1.669335, 0.534894, -2.662182], [1.214746, 2.394594, 1.127686], [-0.331213, 2.998129, 0.920991], [1.700258, 2.532339, 2.388629], [4.853200, 2.519041, 1.579774], [3.962316, 0.867608, 1.755390], [5.393323, 1.082803, 0.480719], [3.791177, 1.939128, -1.225122], [3.366961, 3.391548, -0.092093], [0.642400, 0.018611, 0.000025], [2.096819, -0.108550, 1.191558], [1.884301, -0.617702, -2.037955], [3.631307, -0.294274, -1.346154], [3.979010, -2.574758, 0.069994], [0.787543, -2.137009, 1.120205], [1.912127, -3.612498, 1.491034], [0.860635, -4.910343, -0.709405], [-0.219182, -4.618193, 0.860898], [-1.297453, -3.945569, -1.706138], [-0.270428, -2.293143, -1.370096], [-4.689631, 0.971754, 0.189950], [-3.207037, 2.067774, 0.885258], [-4.771550, -0.174736, 2.374145], [-2.843338, -0.549424, 2.387836], [-3.566620, 1.133882, 3.001165], [-2.505830, 2.187664, -1.239496], [-3.799465, 1.073387, -2.040094], [-2.261100, 0.048486, -3.547816], [-0.914597, -0.251264, -2.209333], [-1.061965, 1.478525, -3.045806], [-0.339603, 4.051425, 1.481346], [-0.598650, 3.077546, -0.215754], [-1.036054, 2.300534, 1.542475]], "atomic_forces_ev_per_a": [[1.2, 1.0, 0.7], [1.1, 0.6, -0.3], [0.2, -0.3, 1.2], [-1.5, -0.8, 0.9], [-0.3, 1.3, -0.3], [0.2, 0.5, 0.0], [-1.0, -1.9, 2.3], [-0.1, 0.7, 0.4], [0.8, -0.6, -1.1], [0.1, 0.8, -0.6], [-1.8, 0.1, -1.8], [3.3, 1.2, 2.0], [-1.3, -0.5, -0.4], [-0.2, 0.0, 1.0], [-1.0, 0.5, -0.2], [0.4, 0.7, -1.5], [-0.1, 0.5, 0.2], [0.6, 1.2, 6.1], [1.3, -0.1, 0.4], [-2.3, -1.1, -8.2], [-0.9, -2.2, -1.2], [0.7, 1.4, -1.7], [-2.2, 1.0, 0.9], [-1.1, 0.5, 2.2], [0.1, -2.7, 0.0], [2.4, 0.4, 0.2], [-0.2, 0.5, -2.2], [1.4, -0.3, 2.0], [-2.0, -0.7, 0.7], [-1.8, 0.5, -0.3], [1.3, -1.3, -1.3], [-0.8, 1.6, -2.0], [-1.2, 1.9, 1.3], [1.2, 1.1, -1.9], [1.0, 1.9, 1.7], [-1.2, -1.9, 0.6], [2.1, 0.2, 1.3], [-1.0, -2.5, -0.8], [2.6, 0.7, -0.3], [-1.7, 1.7, -0.4], [-0.1, -1.9, -1.5], [-0.4, -2.6, -0.4], [1.8, -0.2, 1.3], [1.3, 0.9, 1.7], [-1.5, 1.6, -0.9], [-1.2, -2.2, 0.7], [0.1, -2.4, -1.4], [0.4, -0.2, 2.4], [1.3, 1.2, -1.4]], "lowdin_charge": [-0.12, -0.22, -0.15, -0.24, -0.32, 1.04, -0.40, -0.28, -0.48, 0.76, -0.92, 0.67, -0.25, -0.25, -0.11, -0.29, -0.10, -0.26, -0.02, -0.03, 0.10, 0.07, 0.09, 0.12, 0.15, 0.14, 0.13, 0.12, 0.11, 0.06, 0.10, 0.13, 0.13, 0.13, 0.12, 0.06, 0.13, 0.12, 0.09, 0.06, 0.08, 0.12, 0.11, 0.08, 0.05, 0.09, 0.11, 0.08, 0.08], "total_charge": 1, "homo_lumo_gap_ev": 7.63, "e_homo_ev": -11.32, "lumo_energy_ev": -3.68}